--- i ---
A gas-phase ion, C5H13NP (charge +1), computed with wB97M-V/def2-TZVPD.

Each line ends with the Mulliken charge.
Geometry (Å):
H 2.772 0.881 -1.045  0.374
H -2.499 -0.495 -1.350  0.389
H 2.991 1.611 0.481  0.351
H -0.848 -0.385 0.851  0.344
C -1.003 0.487 0.314  -0.091
H 1.591 -1.043 -1.346  0.443
C 1.575 0.120 0.384  -0.381
C 1.746 -1.149 -0.285  -1.362
P 0.240 1.297 -0.368  -0.094
C -3.160 -0.263 -0.591  -1.169
H -2.613 1.670 -0.352  0.430
H -4.167 0.027 -0.897  0.348
H 1.353 0.070 1.426  0.561
H -3.168 -1.106 0.118  0.303
H 3.821 0.265 0.131  0.318
N 2.950 0.754 -0.061  -0.340
H 1.035 -1.894 0.082  0.359
C -2.458 0.846 0.178  -0.449
H -3.028 0.898 1.243  0.228
H 2.744 -1.510 -0.028  0.437

Summary:
Net charge = +1
Kohn-Sham gap = 9.57 eV
HOMO energy = -13.4 eV
SMILES string = CC/C=P/[C@@H](C)[NH3+]

--- ii ---
2 unconnected molecules or ions with the total composition C5H13NP, computed with wB97M-V/def2-TZVPD.

Each line ends with the Mulliken charge.
Geometry (Å):
H -3.122 0.533 1.232  0.318
H 2.130 0.490 1.474  0.306
C 2.373 -0.338 0.680  -0.453
C -0.163 1.234 -0.274  -0.360
H 2.669 1.059 -0.992  0.431
C -3.368 0.112 0.228  -0.867
H -1.937 -1.584 0.022  0.235
H -2.491 -1.129 -1.464  0.395
H 2.969 -1.159 1.365  0.351
H -4.439 -0.472 0.274  0.341
H 0.430 -1.979 0.794  0.038
C -2.490 -0.825 -0.476  -0.078
H 0.573 1.766 0.167  0.354
C 3.163 0.344 -0.431  -1.381
H 3.993 0.678 0.076  0.376
H -0.944 1.844 -0.865  0.200
H 3.371 -0.354 -1.109  0.498
N -0.242 -0.017 -0.148  -0.130
P 0.973 -1.163 -0.186  0.063
H -3.448 0.961 -0.367  0.363

Summary:
Net charge = +1
Kohn-Sham gap (alpha / beta) = 7.20 / 7.20 eV
HOMO energy (alpha / beta) = -13.0 / -13.0 eV

--- iii ---
A gas-phase ion, C5H13NP (charge +1), computed with wB97M-V/def2-TZVPD.

Each line ends with the Mulliken charge.
Geometry (Å):
C 1.174 -0.611 -0.130  0.166
H -0.791 1.994 0.592  0.293
P -0.347 -0.506 -1.281  0.079
H 2.650 -1.415 -1.581  0.412
H 3.396 -0.595 -0.231  0.359
H -0.060 0.562 -1.985  0.113
H 1.284 1.154 1.036  0.210
H -1.129 -1.134 1.399  0.218
H 2.791 0.370 -1.630  0.312
N 1.017 0.210 1.079  -0.427
H -2.434 0.335 1.858  0.309
C 2.511 -0.539 -0.924  -1.359
C -1.317 1.532 -0.242  -0.896
H -2.841 -1.240 1.069  0.351
C -2.036 -0.468 1.159  -0.995
H -2.773 0.031 -0.971  0.399
C -1.886 0.212 -0.196  0.524
H 1.098 -0.343 1.898  0.211
H -1.505 2.105 -1.093  0.418
H 1.197 -1.653 0.172  0.302

Summary:
Net charge = +1
Kohn-Sham gap = 7.39 eV
HOMO energy = -13.1 eV

--- iv ---
A gas-phase ion, C5H13NP (charge +1), computed with wB97M-V/def2-TZVPD.

Each line ends with the Mulliken charge.
Geometry (Å):
H -1.759 -1.824 -2.489  0.341
H 1.502 -0.303 -0.700  0.433
H -2.608 -0.919 -1.158  0.356
H -2.142 -2.458 -0.714  0.314
H 0.230 2.221 -0.011  0.340
N 1.135 0.356 0.076  -0.027
C -1.866 -1.612 -1.425  -1.167
H 1.485 -0.799 1.739  0.416
H 1.944 2.249 -0.112  0.477
H 0.280 -1.227 -1.562  0.117
H -1.407 -0.808 2.159  0.110
H 0.986 2.033 -1.471  0.315
C 1.124 1.740 -0.387  -0.816
C 1.723 0.191 1.425  -1.019
H 1.280 0.965 2.037  0.457
P -1.302 0.466 1.510  -0.031
H -2.481 0.497 0.664  0.081
C -0.271 -0.071 0.095  0.142
C -0.616 -0.978 -0.939  -0.238
H 2.762 0.279 1.263  0.400

Summary:
Net charge = +1
Kohn-Sham gap = 10.29 eV
HOMO energy = -13.5 eV
SMILES string = C/C=C(\P)[NH+](C)C

The least stable of the structures above is ii, whereas i is the most stable.